# 1
The following is a DFT calculation (ωB97M-V with the def2-TZVPD basis set) of C5H9N3 as an isolated structure in a non-equilibrium geometry.

Last column: Löwdin charge in e.
Geometry (Å):
C: 2.06375 0.33558 0.04292  -0.070
N: 0.69650 0.03797 0.47485  -0.087
C: 0.14513 -1.37819 0.15626  -0.256
C: -0.50437 0.30852 -0.70439  -0.359
C: -2.22918 0.39288 0.91300  -0.012
C: -0.14408 0.70608 -1.94167  0.047
N: -1.72862 0.69517 -0.20989  0.026
N: -0.20430 -2.03165 1.17061  0.030
H: 0.51441 0.35164 1.43728  0.139
H: -0.78513 -2.84273 0.97432  0.036
H: 2.28197 -0.25392 -0.84506  0.079
H: 2.76060 0.04565 0.82972  0.090
H: 2.16837 1.39919 -0.17846  0.091
H: -1.74839 -0.26055 1.64734  0.057
H: -3.21115 0.79100 1.15187  0.072
H: 0.77613 0.40854 -2.41466  0.054
H: -0.85165 1.29481 -2.50401  0.062

Cartesian forces (eV/Å) of the 3 atoms listed first:
C -0.07 0.02 -0.05
N -1.07 -0.75 -0.78
C 0.06 -0.58 -0.64

LUMO: 0.00889 Ha
E_tot: -359.9849 hartree
Multiplicity: 1
Energy relative to the best compared isomer or geometry (same formula, charge and spin): 557.7 kJ/mol

# 2
The following is a DFT calculation (ωB97M-V with the def2-TZVPD basis set) of one molecule with the formula C5H9N3 in a non-equilibrium geometry.

Last column: Löwdin charge in e.
Geometry (Å):
H: 2.05971 -0.52245 -0.35486  0.032
N: 2.05826 0.47800 -0.18056  0.117
C: 0.81615 0.78400 -0.24231  -0.494
N: 0.45211 2.09709 -0.10235  0.137
C: -0.32670 -0.22234 0.04331  -0.379
C: -0.01752 -0.93668 1.43474  -0.023
C: -0.45248 -1.25955 -1.25308  -0.004
C: -1.65764 0.56624 0.01864  -0.199
N: -2.66543 1.11201 0.01626  0.157
H: -0.49627 2.44200 -0.01303  0.081
H: 1.16086 2.77320 -0.05934  0.084
H: -0.72718 -1.63211 1.70171  0.038
H: 0.07041 -0.01297 2.20864  0.141
H: 1.05067 -1.32891 1.41953  0.093
H: -1.49078 -1.45349 -1.48730  0.067
H: 0.18128 -2.13744 -1.04398  0.079
H: -0.01544 -0.74660 -2.10602  0.072

Cartesian forces (eV/Å) of the 3 atoms listed first:
H 0.70 -0.31 0.28
N -0.72 -0.48 -1.31
C -0.28 1.03 2.41

LUMO: 0.02597 Ha
E_tot: -360.1482 hartree
Multiplicity: 1
SMILES string: [H]/N=C(/N)C(C)(C)C#N
Energy relative to the best compared isomer or geometry (same formula, charge and spin): 128.8 kJ/mol

| no. | HOMO-LUMO gap (eV) |
| --- | --- |
| 1 | 7.443 |
| 2 | 10.130 |